1.
Computed, not measured: C34H57N6O4PS3SiY as an isolated structure at a distorted geometry, with ωB97M-V with the def2-TZVPD basis set.

Atoms and positions in Å:
Y (-0.789, -0.349, 0.384)
N (-0.980, -2.193, -2.111)
C (-2.144, -2.260, -3.031)
C (-3.371, -2.709, -2.226)
C (-3.766, -1.701, -1.138)
N (-2.712, -1.631, -0.138)
C (-3.923, -0.287, -1.783)
C (-2.701, 0.200, -2.624)
N (-1.576, 0.397, -1.723)
C (-2.343, -0.874, -3.660)
H (-0.806, -3.051, -1.590)
H (-1.264, -1.468, -1.389)
H (-0.126, -1.837, -2.539)
H (-1.892, -3.000, -3.797)
H (-3.186, -3.694, -1.777)
H (-4.216, -2.838, -2.914)
H (-4.705, -2.006, -0.665)
H (-2.310, -2.785, 0.563)
H (-3.200, -1.466, 1.062)
H (-4.151, 0.451, -1.002)
H (-4.801, -0.312, -2.443)
H (-2.942, 1.143, -3.126)
H (-1.455, 1.649, -1.373)
H (-0.315, 0.777, -2.222)
H (-1.441, -0.579, -4.213)
H (-3.151, -0.936, -4.400)
N (0.692, -0.804, 2.117)
N (1.257, -0.041, 3.123)
C (0.789, 1.235, 3.109)
N (1.182, 2.022, 4.135)
S (-0.212, 1.746, 1.893)
H (0.235, -1.860, 2.542)
H (1.541, -1.465, 1.545)
H (1.489, -0.447, 4.024)
H (2.061, 1.829, 4.593)
H (0.926, 2.999, 4.061)
C (-2.161, 6.501, -1.820)
C (-2.163, 5.006, -2.120)
C (-0.762, 4.414, -2.097)
O (-3.122, 4.336, -1.324)
P (-2.906, 3.775, 0.184)
S (-4.661, 3.515, 0.992)
S (-2.016, 2.042, 0.201)
O (-2.082, 5.006, 0.833)
C (-1.428, 5.037, 2.090)
C (-2.112, 4.311, 3.238)
C (0.032, 4.624, 1.941)
H (-1.605, 7.051, -2.586)
H (-1.699, 6.724, -0.855)
H (-3.185, 6.889, -1.785)
H (-2.530, 4.897, -3.148)
H (-0.307, 4.483, -1.106)
H (-0.107, 4.937, -2.802)
H (-0.785, 3.357, -2.380)
H (-1.418, 6.099, 2.366)
H (-2.167, 3.232, 3.071)
H (-3.130, 4.683, 3.381)
H (-1.568, 4.471, 4.175)
H (0.133, 3.561, 1.708)
H (0.590, 4.819, 2.863)
H (0.507, 5.178, 1.126)
C (-3.174, -2.877, 3.204)
O (-2.219, -2.385, 2.274)
C (-2.469, -1.110, 1.980)
C (-2.732, 0.290, 1.648)
H (-4.186, -2.835, 2.784)
H (-3.131, -2.315, 4.143)
H (-2.936, -3.923, 3.419)
H (-3.380, 0.750, 2.400)
H (-3.226, 0.372, 0.676)
H (-1.800, 0.860, 1.606)
O (0.800, -1.792, 0.338)
Si (2.403, -2.009, -0.008)
C (3.537, -0.990, 1.114)
C (3.629, -1.303, 2.488)
C (4.457, -0.568, 3.342)
C (5.200, 0.498, 2.846)
C (5.112, 0.837, 1.498)
C (4.285, 0.106, 0.640)
C (2.826, -1.598, -1.813)
C (1.832, -1.064, -2.659)
C (2.111, -0.763, -3.994)
C (3.384, -0.988, -4.509)
C (4.382, -1.515, -3.693)
C (4.107, -1.821, -2.357)
C (2.942, -3.827, 0.173)
C (1.998, -4.853, -0.040)
C (2.361, -6.197, 0.066)
C (3.670, -6.543, 0.391)
C (4.618, -5.546, 0.610)
C (4.261, -4.200, 0.502)
H (3.049, -2.122, 2.915)
H (4.512, -0.825, 4.397)
H (5.839, 1.073, 3.511)
H (5.681, 1.681, 1.114)
H (4.232, 0.421, -0.401)
H (0.823, -0.883, -2.285)
H (1.330, -0.357, -4.632)
H (3.598, -0.756, -5.549)
H (5.375, -1.694, -4.098)
H (4.912, -2.237, -1.752)
H (0.963, -4.613, -0.291)
H (1.620, -6.974, -0.104)
H (3.951, -7.589, 0.474)
H (5.639, -5.819, 0.867)
H (5.032, -3.451, 0.682)
H (-0.259, -1.344, -1.328)

Output
Orbital gap   0.1180 Ha
Maximum force   9.4 eV Å⁻¹
Total charge   -1
Energy   -3822.253215 a.u.
HOMO energy   -1.024 eV



2.
Computed, not measured: a 3-piece molecular cluster, C34H57N7O9 overall at a distorted geometry, with ωB97M-V with the def2-TZVPD basis set.

Atoms and positions in Å:
H (0.701, -1.718, -6.885)
N (1.025, -2.656, -7.155)
C (2.054, -2.982, -6.460)
C (2.606, -2.002, -5.359)
C (2.126, -2.396, -3.898)
N (0.828, -2.115, -3.626)
C (0.548, -2.514, -2.317)
C (-0.879, -2.262, -1.874)
C (-1.882, -1.594, -2.874)
O (-1.425, -0.377, -3.468)
C (-1.391, 0.709, -2.539)
C (0.130, 1.040, -2.256)
O (0.250, 2.105, -1.301)
C (1.647, 2.435, -1.156)
C (1.969, 2.610, 0.405)
C (-1.329, -2.676, -0.530)
C (-2.824, -2.388, -0.112)
C (-3.892, -3.303, -0.870)
C (-5.170, -3.380, 0.092)
C (-3.260, -4.751, -1.046)
C (-0.328, -3.353, 0.401)
C (-0.863, -3.808, 1.786)
C (-0.210, -2.813, 2.968)
C (-0.606, -1.198, 2.786)
O (0.814, -1.897, 2.503)
C (1.080, -3.569, 0.021)
C (2.037, -4.205, 1.074)
C (3.022, -5.347, 0.552)
N (2.511, -6.107, -0.599)
N (4.406, -4.833, 0.351)
N (3.164, -6.351, 1.670)
C (1.492, -3.134, -1.368)
N (2.816, -3.377, -1.716)
C (3.126, -3.022, -2.987)
C (4.591, -3.333, -3.467)
C (5.622, -2.207, -3.121)
N (5.968, -2.086, -1.894)
H (6.667, -1.342, -1.775)
H (2.481, -4.004, -6.665)
H (3.705, -1.803, -5.419)
H (2.099, -1.007, -5.551)
H (-2.908, -1.414, -2.463)
H (-2.013, -2.329, -3.728)
H (-2.004, 0.567, -1.609)
H (-1.826, 1.612, -3.071)
H (0.596, 1.395, -3.230)
H (0.691, 0.121, -1.899)
H (2.348, 1.687, -1.612)
H (1.781, 3.445, -1.652)
H (2.725, 1.840, 0.712)
H (1.042, 2.562, 1.034)
H (2.410, 3.646, 0.516)
H (-3.018, -1.334, -0.487)
H (-2.981, -2.341, 0.994)
H (-4.198, -2.883, -1.872)
H (-5.965, -3.965, -0.453)
H (-5.551, -2.355, 0.360)
H (-4.811, -3.919, 1.020)
H (-4.094, -5.468, -1.260)
H (-2.515, -4.734, -1.893)
H (-2.706, -4.997, -0.090)
H (-0.516, -4.844, 2.047)
H (-1.969, -3.766, 1.920)
H (-0.163, -3.231, 4.048)
H (-0.255, -0.467, 2.014)
H (-1.451, -1.574, 2.082)
H (2.631, -3.344, 1.517)
H (1.495, -4.649, 1.960)
H (3.156, -6.099, -1.390)
H (2.394, -7.094, -0.346)
H (4.656, -4.839, -0.637)
H (4.482, -3.862, 0.652)
H (2.301, -6.897, 1.765)
H (3.334, -5.811, 2.529)
H (4.909, -4.304, -2.995)
H (4.621, -3.505, -4.580)
H (6.105, -1.548, -3.892)
C (-4.087, 4.648, 0.715)
C (-2.689, 4.144, 1.015)
O (-2.368, 4.313, 2.402)
C (-2.889, 3.390, 3.225)
O (-3.575, 2.456, 2.898)
O (-2.534, 3.697, 4.480)
C (-3.096, 2.834, 5.468)
H (-4.206, 5.677, 1.061)
H (-4.290, 4.607, -0.356)
H (-4.840, 4.049, 1.230)
H (-1.962, 4.733, 0.452)
H (-2.562, 3.103, 0.712)
H (-2.893, 1.787, 5.242)
H (-4.170, 3.009, 5.547)
H (-2.632, 3.077, 6.423)
C (-1.304, 6.530, 3.587)
C (0.192, 6.694, 3.762)
O (0.727, 7.614, 2.799)
C (0.545, 8.909, 3.076)
O (-0.009, 9.358, 4.048)
O (1.067, 9.627, 2.070)
C (0.866, 11.033, 2.199)
H (-1.539, 6.260, 2.562)
H (-1.687, 5.761, 4.252)
H (-1.831, 7.463, 3.799)
H (0.686, 5.737, 3.586)
H (0.446, 7.006, 4.778)
H (1.209, 11.396, 3.168)
H (-0.188, 11.273, 2.051)
H (1.447, 11.524, 1.420)

Output
Structure (SMILES)   [H]/N=C\Cc1nc2c(COCCOCC)c(CC(C)C)c(C[C@@H]3CO3)c(CC(N)(N)N)c2nc1C/C=N/[H].CCOC(=O)OC.CCOC(=O)OC
Energy above the lowest of the compared OMol25 structures with the same formula, charge and spin   0.0 kcal/mol
Orbital gap   0.2838 Ha
Maximum force   4.8 eV Å⁻¹
Energy   -2389.817162 a.u.
HOMO energy   -8.354 eV



3.
Computed, not measured: C34H58Br4N2O5 as an isolated structure at a distorted geometry, with ωB97M-V with the def2-TZVPD basis set.

Atoms and positions in Å:
Br (-2.692, 5.342, -1.000)
C (-1.489, 4.363, 0.204)
C (-2.046, 4.126, 1.602)
Br (-0.613, 3.192, 2.569)
H (-0.615, 5.012, 0.156)
H (-1.100, 3.509, -0.350)
H (-2.904, 3.487, 1.807)
H (-2.314, 4.997, 2.200)
Br (-3.026, -5.619, 0.546)
C (-1.954, -4.427, 1.673)
C (-0.838, -3.752, 0.772)
Br (-0.213, -2.138, 1.711)
H (-1.445, -4.998, 2.450)
H (-2.686, -3.694, 2.011)
H (-1.206, -3.388, -0.188)
H (-0.018, -4.465, 0.692)
N (2.623, -4.090, 0.754)
C (2.455, -5.184, -0.079)
C (1.540, -5.108, -1.122)
C (0.893, -3.851, -1.468)
C (1.105, -2.788, -0.608)
C (1.950, -2.932, 0.464)
H (2.841, -6.144, 0.231)
H (1.274, -5.994, -1.678)
H (0.189, -3.781, -2.284)
H (0.561, -1.861, -0.720)
H (2.221, -2.119, 1.122)
N (-0.872, 1.617, 0.083)
C (-0.888, 0.272, 0.260)
C (0.151, -0.602, -0.155)
C (1.277, -0.059, -0.722)
C (1.300, 1.329, -0.976)
C (0.226, 2.136, -0.542)
H (-1.805, -0.029, 0.744)
H (-0.030, -1.659, -0.027)
H (2.093, -0.682, -1.055)
H (2.114, 1.581, -1.640)
H (0.353, 3.178, -0.796)
C (-4.310, -1.394, 0.113)
C (-4.267, -0.662, -1.230)
C (-3.320, -1.432, -2.135)
O (-3.030, -2.620, -1.310)
C (-3.163, -2.354, 0.063)
H (-5.281, -1.876, 0.227)
H (-4.127, -0.712, 0.944)
H (-3.853, 0.332, -1.061)
H (-5.258, -0.643, -1.684)
H (-2.457, -0.820, -2.397)
H (-3.773, -1.600, -3.112)
H (-2.259, -1.885, 0.452)
H (-3.319, -3.277, 0.621)
C (-2.248, -0.765, 2.725)
C (-1.610, 0.650, 2.606)
C (-2.627, 1.526, 1.918)
O (-3.855, 0.819, 2.112)
C (-3.628, -0.343, 3.047)
H (-1.786, -1.362, 3.512)
H (-2.154, -1.346, 1.808)
H (-0.733, 0.664, 1.960)
H (-1.372, 1.056, 3.589)
H (-2.400, 1.603, 0.855)
H (-2.584, 2.483, 2.438)
H (-4.430, -1.066, 2.903)
H (-3.733, 0.017, 4.071)
C (2.526, -1.985, -2.868)
C (1.130, -1.883, -3.532)
C (0.901, -0.441, -3.936)
O (1.888, 0.303, -3.160)
C (2.953, -0.506, -2.954)
H (3.123, -2.519, -3.607)
H (2.430, -2.438, -1.882)
H (0.341, -2.324, -2.923)
H (1.286, -2.543, -4.385)
H (-0.082, -0.095, -3.615)
H (0.972, -0.209, -4.999)
H (3.558, -0.178, -2.109)
H (3.582, -0.406, -3.839)
C (2.577, 4.200, -2.255)
C (3.624, 3.247, -1.758)
C (3.560, 3.276, -0.144)
O (2.251, 3.654, 0.148)
C (1.698, 4.336, -0.970)
H (1.942, 3.932, -3.099)
H (3.042, 5.179, -2.379)
H (4.560, 3.605, -2.186)
H (3.526, 2.273, -2.238)
H (4.107, 4.157, 0.191)
H (3.989, 2.425, 0.385)
H (1.777, 5.394, -0.720)
H (0.682, 3.951, -1.057)
C (1.209, 0.487, 2.813)
C (0.962, 1.957, 2.632)
C (2.132, 2.433, 1.743)
O (3.165, 1.452, 1.996)
C (2.677, 0.106, 2.265)
H (0.510, -0.095, 2.212)
H (1.132, 0.057, 3.812)
H (0.876, 2.549, 3.543)
H (0.024, 2.006, 2.080)
H (2.640, 3.343, 2.062)
H (1.842, 2.390, 0.693)
H (3.342, -0.353, 2.996)
H (2.710, -0.511, 1.366)

Output
Energy above the lowest of the compared OMol25 structures with the same formula, charge and spin   618.1 kcal/mol
Orbital gap   0.2796 Ha
Maximum force   15.5 eV Å⁻¹
Energy   -12110.944368 a.u.
HOMO energy   -7.276 eV



4.
Computed, not measured: a 11-piece molecular cluster, C34H59Br20NO4 overall at a distorted geometry, with ωB97M-V with the def2-TZVPD basis set.

Atoms and positions in Å:
C (-1.598, -1.961, -5.771)
C (-1.375, -0.320, -5.598)
O (-1.221, 0.356, -6.769)
O (-1.306, 0.381, -4.299)
C (-2.246, -0.185, -3.320)
C (-2.669, 0.824, -2.099)
C (-3.344, 0.034, -0.788)
N (-4.384, -0.981, -1.206)
C (-2.217, -0.515, 0.268)
C (-1.571, -1.976, -0.095)
C (-2.440, -3.373, -0.170)
C (-1.851, -4.863, -0.518)
C (-0.246, -5.019, -0.812)
C (0.675, -3.656, -0.711)
C (0.069, -2.141, -0.375)
C (1.152, -0.912, -0.316)
O (-4.095, 1.111, -0.059)
C (-5.171, 0.493, 0.773)
O (-5.043, 0.149, 2.056)
H (-0.978, -2.591, -5.002)
H (-2.755, -2.215, -5.712)
H (-1.255, -2.328, -6.849)
H (-1.863, -1.248, -2.942)
H (-3.247, -0.426, -3.922)
H (-1.676, 1.406, -1.789)
H (-3.505, 1.541, -2.510)
H (-3.999, -1.741, -1.807)
H (-5.082, -0.485, -1.839)
H (-2.610, -0.522, 1.382)
H (-1.315, 0.265, 0.239)
H (-3.613, -3.260, 0.025)
H (-2.645, -5.749, -0.553)
H (0.185, -6.086, -1.084)
H (1.836, -3.775, -0.893)
H (2.181, -1.351, 0.099)
H (1.341, -0.423, -1.385)
H (0.821, -0.103, 0.486)
H (-6.213, 0.245, 0.260)
Br (-0.994, 3.138, -0.032)
C (-1.267, 4.058, 1.666)
C (-2.733, 4.117, 2.026)
Br (-3.663, 5.479, 0.984)
H (-0.803, 5.044, 1.573)
H (-0.713, 3.468, 2.401)
H (-2.862, 4.420, 3.069)
H (-3.260, 3.173, 1.858)
Br (1.739, 1.892, 2.160)
C (2.566, 1.394, 3.855)
C (2.656, -0.107, 4.000)
Br (0.924, -0.877, 4.464)
H (1.983, 1.872, 4.647)
H (3.564, 1.839, 3.826)
H (3.317, -0.376, 4.828)
H (2.995, -0.611, 3.091)
Br (-5.548, -0.911, -4.270)
C (-5.515, -2.828, -4.630)
C (-6.610, -3.545, -3.875)
Br (-6.147, -3.755, -1.991)
H (-4.511, -3.182, -4.381)
H (-5.669, -2.917, -5.709)
H (-6.735, -4.564, -4.252)
H (-7.573, -3.028, -3.911)
Br (3.154, -4.903, -3.334)
C (3.187, -6.820, -3.694)
C (2.092, -7.537, -2.938)
Br (2.555, -7.747, -1.055)
H (4.191, -7.174, -3.444)
H (3.033, -6.909, -4.773)
H (1.967, -8.556, -3.315)
H (1.129, -7.020, -2.975)
Br (6.240, -5.377, -1.139)
C (6.028, -4.442, 0.559)
C (4.889, -5.022, 1.365)
Br (3.162, -4.435, 0.672)
H (5.898, -3.381, 0.326)
H (6.979, -4.580, 1.081)
H (4.920, -4.658, 2.395)
H (4.875, -6.116, 1.371)
Br (3.140, -1.440, -3.249)
C (2.417, -0.689, -4.898)
C (3.456, 0.129, -5.628)
Br (3.705, 1.870, -4.785)
H (1.527, -0.116, -4.623)
H (2.116, -1.554, -5.496)
H (3.126, 0.351, -6.647)
H (4.438, -0.351, -5.665)
Br (6.225, 4.437, -2.712)
C (4.988, 5.312, -3.940)
C (4.184, 6.381, -3.238)
Br (2.764, 5.598, -2.153)
H (4.371, 4.526, -4.385)
H (5.621, 5.752, -4.716)
H (3.669, 7.016, -3.965)
H (4.784, 7.009, -2.574)
Br (4.528, 4.809, 2.551)
C (5.164, 5.531, 4.248)
C (5.797, 4.453, 5.098)
Br (4.442, 3.325, 5.932)
H (4.311, 6.017, 4.729)
H (5.903, 6.290, 3.975)
H (6.351, 4.894, 5.931)
H (6.461, 3.791, 4.535)
Br (-4.594, 2.754, 5.474)
C (-6.030, 1.656, 4.740)
C (-7.384, 2.256, 5.038)
Br (-7.906, 1.938, 6.891)
H (-5.902, 0.649, 5.148)
H (-5.847, 1.632, 3.663)
H (-8.161, 1.773, 4.438)
H (-7.425, 3.336, 4.877)
Br (-1.189, 3.577, 6.418)
C (0.274, 3.451, 7.702)
C (0.669, 4.815, 8.216)
Br (1.731, 5.786, 6.899)
H (1.091, 2.920, 7.204)
H (-0.114, 2.830, 8.514)
H (1.318, 4.724, 9.092)
H (-0.186, 5.449, 8.466)

Output
Structure (SMILES)   CC(=O)OCC[C@@](N)(Cc1ccccc1C)OC=O.BrCCBr.BrCCBr.BrCCBr.BrCCBr.BrCCBr.BrCCBr.BrCCBr.BrCCBr.BrCCBr.BrCCBr
Orbital gap   0.2994 Ha
Maximum force   9.0 eV Å⁻¹
Energy   -53166.449614 a.u.
HOMO energy   -8.025 eV